ORCA calculation (ωB97M-V/def2-TZVPD) on a gas-phase ion, C4H9O2Si (charge -1) in a non-equilibrium geometry.

Last column: natural (NBO) charge in e.
Positions of all 16 atoms, in Å:
C 0.323162 -0.338038 1.678318  0.777
C -1.581853 1.134106 0.970205  -0.602
C 1.595449 -0.816941 -1.694843  -1.099
C -0.114897 0.633331 0.613415  -0.740
O 0.471675 -1.495915 0.934831  -0.834
O 0.571503 -0.188526 2.887896  -0.691
Si -0.061067 -0.649478 -0.846471  1.264
H -2.412521 0.515531 0.706699  0.196
H -1.578760 1.310973 2.087321  0.207
H -1.840465 2.145570 0.512479  0.188
H 1.723220 0.081762 -2.263133  0.217
H 2.283886 -0.906622 -0.961148  0.226
H 1.832878 -1.534602 -2.486269  0.219
H 0.499850 1.516371 0.689341  0.221
H -0.888464 -1.859919 -1.194130  -0.227
H -0.823597 0.452399 -1.634512  -0.321

Cartesian forces (eV/Å) of the 6 atoms listed first:
1.1 -2.5 -0.7
1.1 2.1 0.8
-1.7 0.2 -2.6
-1.9 0.2 1.1
-0.2 1.5 1.5
-0.6 -0.2 -2.0

Net charge: -1
Lowest unoccupied orbital energy (hartree): 0.15242
ΔE to the lowest compared entry with this formula, charge and spin (kcal/mol): 6.7
HOMO-LUMO gap (Eh): 0.3014


ORCA calculation (ωB97M-V/def2-TZVPD) on 2 unconnected molecules or ions with the total composition C4H9O3 in a non-equilibrium geometry.

Last column: natural (NBO) charge in e.
Positions of all 16 atoms, in Å:
C -0.621104 -1.664864 0.872155  -0.086
C -1.578523 -2.775707 1.026892  -0.641
O -0.033071 -1.716102 -0.455252  -0.795
H -1.199495 -0.613441 0.724100  0.199
H 0.085330 -1.523070 1.600071  0.168
H -1.030284 -3.654718 0.615884  0.199
H 0.284056 -0.821521 -0.782882  0.518
H -2.547915 -2.952557 0.524310  0.207
H -1.807025 -3.076601 2.034843  0.194
C 1.685485 2.431674 -0.620566  -0.736
C 0.387174 1.618314 -0.394107  0.776
O -0.030550 0.997629 -1.345476  -0.786
O 0.154005 1.634594 0.785756  -0.765
H 2.132974 2.314327 -1.650546  0.171
H 2.466862 1.943686 0.070479  0.189
H 1.654240 3.398430 -0.322729  0.187

Cartesian forces (eV/Å) of the 6 atoms listed first:
-3.6 5.0 -4.7
0.2 -3.3 -0.4
0.9 -0.5 0.1
1.1 -2.1 1.4
1.7 -0.1 2.0
-0.1 0.1 0.3

Net charge: -1
Lowest unoccupied orbital energy (hartree): 0.14479
ΔE to the lowest compared entry with this formula, charge and spin (kcal/mol): 41.7
HOMO-LUMO gap (Eh): 0.2951


ORCA calculation (ωB97M-V/def2-TZVPD) on C4H9O3PS3 in the gas phase in a non-equilibrium geometry.

Last column: natural (NBO) charge in e.
Positions of all 20 atoms, in Å:
C 2.532741 0.042852 0.911563  -0.442
C 3.423352 -0.214176 -0.025044  -0.348
C -3.459280 1.181896 0.373042  -0.263
C -0.219022 -1.842417 0.101650  -0.271
O -0.848028 2.045948 -0.776728  -1.109
O -2.229041 0.727930 0.935704  -0.853
O -0.327219 -0.589329 -0.570435  -0.757
P -0.724138 1.250506 0.423295  1.593
S 3.306448 -0.211621 -1.833829  0.113
S 1.630127 0.936852 -2.061648  0.053
S 0.161366 -0.332715 -2.178805  0.442
H 2.953295 -0.083327 1.979281  0.218
H 1.490980 0.326254 0.836372  0.211
H 4.382530 -0.754482 0.151026  0.221
H -4.145593 1.578380 1.201681  0.185
H -3.868965 0.275827 -0.233512  0.186
H -3.327481 2.073258 -0.185155  0.195
H 0.200156 -2.597532 -0.613102  0.215
H -1.262189 -2.126901 0.499068  0.206
H 0.329961 -1.687203 1.065577  0.204

Cartesian forces (eV/Å) of the 6 atoms listed first:
1.2 -0.3 2.4
0.9 -1.5 -1.6
-1.2 -1.4 0.7
-1.1 -0.8 1.1
-0.3 1.3 -1.6
1.0 0.6 0.1

Net charge: 0
Lowest unoccupied orbital energy (hartree): 0.01502
ΔE to the lowest compared entry with this formula, charge and spin (kcal/mol): 0.0
HOMO-LUMO gap (Eh): 0.3450


Question: Which value of net charge does entry 3 give?
Answer: 0


Question: Look up the HOMO-LUMO gap of the second one.
Answer: 0.2951 Eh


Repeat the first record exactly.
ORCA calculation (ωB97M-V/def2-TZVPD) on a gas-phase ion, C4H9O2Si (charge -1) in a non-equilibrium geometry.

Last column: natural (NBO) charge in e.
Positions of all 16 atoms, in Å:
C 0.323162 -0.338038 1.678318  0.777
C -1.581853 1.134106 0.970205  -0.602
C 1.595449 -0.816941 -1.694843  -1.099
C -0.114897 0.633331 0.613415  -0.740
O 0.471675 -1.495915 0.934831  -0.834
O 0.571503 -0.188526 2.887896  -0.691
Si -0.061067 -0.649478 -0.846471  1.264
H -2.412521 0.515531 0.706699  0.196
H -1.578760 1.310973 2.087321  0.207
H -1.840465 2.145570 0.512479  0.188
H 1.723220 0.081762 -2.263133  0.217
H 2.283886 -0.906622 -0.961148  0.226
H 1.832878 -1.534602 -2.486269  0.219
H 0.499850 1.516371 0.689341  0.221
H -0.888464 -1.859919 -1.194130  -0.227
H -0.823597 0.452399 -1.634512  -0.321

Cartesian forces (eV/Å) of the 6 atoms listed first:
1.1 -2.5 -0.7
1.1 2.1 0.8
-1.7 0.2 -2.6
-1.9 0.2 1.1
-0.2 1.5 1.5
-0.6 -0.2 -2.0

Net charge: -1
Lowest unoccupied orbital energy (hartree): 0.15242
ΔE to the lowest compared entry with this formula, charge and spin (kcal/mol): 6.7
HOMO-LUMO gap (Eh): 0.3014


Question: Among the records above, which one has the highest net charge?
Answer: C4H9O3PS3